ORCA calculation (the ωB97M-V functional and the def2-TZVPD basis) on a structure of composition CH21O12V at a distorted geometry.

```
35
Properties=species:S:1:pos:R:3
H 1.890 1.541 3.887
H -2.494 4.883 1.391
H 2.435 -1.556 -4.924
O 1.795 0.571 -1.142
H -3.821 3.748 1.484
H -3.318 4.440 -0.053
H 2.427 -2.791 -4.048
H 4.276 -1.794 2.381
H -2.950 -2.837 -3.752
H -1.733 2.372 -4.792
O 2.025 2.252 3.260
O -4.219 -0.700 2.090
O -2.035 2.961 0.730
H -3.483 -4.924 4.049
H -1.156 1.118 -5.412
H 1.259 2.216 2.687
H 5.320 3.858 -2.475
H -4.967 -0.222 1.732
H 6.571 3.050 -2.199
O 1.943 -1.985 -4.224
H 5.040 -0.748 1.598
O 1.766 -2.726 4.124
H 1.264 -3.309 3.554
H -3.822 -2.124 -2.741
O 6.061 3.437 -2.911
H -3.347 -3.960 2.889
O -2.954 -2.098 -3.144
V 0.367 -0.185 -1.324
O -3.064 -4.822 3.194
O 4.927 -1.694 1.686
H -3.458 -0.175 1.842
C -2.953 4.031 0.889
O 0.359 -1.360 -0.210
H 1.106 -2.178 4.548
O -1.056 1.708 -4.665
```

Values from the calculation:
Net charge = 0
Relative energy (zero: lowest compared OMol25 entry of this formula, charge and spin) = 8.3282 eV
Electronic energy = -1897.29351 Eh

ORCA calculation (the ωB97M-V functional and the def2-TZVPD basis) on an isolated molecule of C2H4P4 at a distorted geometry.

```
10
Properties=species:S:1:pos:R:3
H 1.558 -0.632 1.377
C -1.236 -1.044 1.732
C 1.072 -0.687 0.374
P -0.700 -1.384 0.153
P 0.867 1.061 -0.214
H -1.997 0.414 -0.306
H 1.799 -1.369 -0.183
P -2.024 0.267 1.190
P 0.376 0.974 -2.144
H 0.285 2.399 -1.980
```

Values from the calculation:
Net charge = 0
Relative energy (zero: lowest compared OMol25 entry of this formula, charge and spin) = 4.0453 eV
Electronic energy = -1443.81710 Eh

Number 1: highest occupied orbital energy -7.0 eV. Number 2: highest occupied orbital energy -8.7 eV.